130
Properties=species:S:1:pos:R:3:forces:R:3:lowdin_charge:R:1 method="wB97M-V/def2-TZVPD" molar_mass_g_mol=872.183 de_lowest_kj_mol=1940.6 e_lumo_ev=0.44 gap_ev=7.90
N 1.29708 3.71208 -1.35712 -1.405 0.471 0.081 0.0093
C 0.87683 3.63088 -0.02167 1.026 0.451 0.093 -0.1261
C -0.31063 4.40878 0.04117 2.277 -1.170 -1.772 -0.0950
C -0.62515 4.89238 -1.29651 3.168 -2.064 1.697 -0.1203
C 0.38381 4.47553 -2.12132 2.148 -1.620 -0.526 -0.1266
H 1.98822 3.12726 -1.82678 -0.399 0.409 0.493 0.0708
H 1.64882 3.10628 0.78213 -2.818 1.618 -2.257 0.1256
H -0.80328 4.65325 0.92117 -0.965 0.271 1.318 0.0547
H -1.42269 5.44438 -1.56810 -2.457 1.783 -0.733 0.0458
H 0.68088 4.50618 -3.22512 -1.089 0.264 1.782 0.1362
N 4.20171 2.29298 0.93186 0.944 8.582 -0.862 -0.0670
C 5.51250 1.82352 0.82740 -1.571 -1.824 0.758 -0.1117
C 5.32230 0.46784 1.12514 -0.456 0.138 -0.013 -0.0966
C 3.90261 0.20630 1.44394 1.551 -3.351 -0.683 -0.0807
C 3.31972 1.38545 1.27470 -1.776 -0.498 1.281 -0.2871
H 3.90815 3.45834 0.80163 1.182 -4.833 0.601 0.2548
H 6.43750 2.40003 0.60603 -1.323 -0.433 0.084 0.1229
H 6.12024 -0.22781 1.07583 0.465 -0.666 0.110 0.0713
H 3.23089 -0.75048 1.63055 2.151 2.019 -0.251 0.1260
H 2.35161 1.49859 1.68530 -0.971 1.011 -0.413 0.0815
N -1.16262 0.92708 -5.42946 -0.595 -0.714 -1.525 -0.0075
C -1.89178 1.73255 -6.29317 1.322 2.409 7.670 -0.0998
C -2.30594 2.79461 -5.55781 8.972 -12.472 6.342 -0.0177
C -1.70001 2.59608 -4.12114 -1.894 0.912 -1.937 -0.0497
C -1.12860 1.31994 -4.10087 1.149 2.336 -0.050 -0.1172
H -0.88445 0.14388 -5.98114 0.818 -1.238 1.325 0.0644
H -2.11089 1.38804 -7.16347 -1.170 -1.857 -5.536 0.0473
H -2.72065 3.53523 -5.69405 -7.705 12.958 -3.212 -0.0609
H -1.80044 3.45252 -3.34560 0.287 -2.209 -1.218 0.0940
H -0.42091 0.96378 -3.26984 -1.312 -0.002 -1.772 0.1170
N 2.39585 -2.11914 5.65010 3.954 0.510 -1.244 0.0016
C 3.02167 -2.47898 4.38402 -2.189 0.406 1.601 -0.0990
C 2.04662 -2.75453 3.49314 -3.744 0.962 7.475 -0.0382
C 0.69827 -2.65306 4.37626 4.574 1.821 -0.440 -0.0375
C 1.06438 -2.06940 5.56468 1.133 -2.609 -3.441 -0.1652
H 3.02649 -1.75062 6.36915 -0.974 -0.101 -0.355 0.1504
H 4.07706 -2.51623 4.34623 0.766 0.122 -0.151 0.0914
H 1.77952 -3.04794 2.60454 0.260 -1.668 -5.091 0.0017
H -0.29005 -2.86357 4.18872 -1.952 -0.450 -1.155 0.0460
H 0.45699 -1.73869 6.28937 -1.855 1.025 2.742 0.0706
N 0.13946 -0.96207 1.39103 0.434 1.978 -3.084 0.0176
C 0.58125 -1.64538 0.30558 -1.074 2.166 -0.786 -0.1389
C 0.38536 -0.77961 -0.73582 -0.129 0.982 -1.486 -0.0497
C -0.20926 0.49803 -0.13398 1.533 -1.800 -2.637 -0.0943
C -0.26840 0.33763 1.18153 -0.178 -0.962 1.760 -0.1389
H 0.09345 -1.28879 2.22507 0.004 -2.961 6.685 0.0180
H 0.93861 -2.64585 0.29576 0.168 -0.495 0.258 0.0889
H 0.70154 -1.09867 -1.81220 -0.907 1.189 2.046 0.0980
H -0.42715 1.42560 -0.55997 -0.210 1.017 -1.196 0.0456
H -0.55418 1.00402 2.06140 0.355 -1.116 -1.641 0.1368
N 3.71051 1.87795 -1.93887 1.747 -6.700 11.161 -0.0650
C 4.00234 3.02978 -2.38933 2.476 4.692 -1.365 -0.2409
C 3.63265 3.02287 -3.72381 -2.383 -1.647 -0.315 -0.0225
C 2.87916 1.68725 -3.83023 6.678 7.095 7.616 -0.0377
C 3.14481 1.01150 -2.70648 -1.793 0.008 -2.560 -0.1690
H 3.85782 1.29518 -0.82199 -0.103 3.328 -4.220 0.2448
H 4.52605 3.76907 -1.71246 -0.728 -0.876 -1.245 0.1373
H 3.68946 3.80251 -4.50417 -0.054 -0.564 0.830 0.0925
H 2.54472 1.37412 -4.58229 -5.156 -4.510 -11.100 -0.0467
H 2.93278 0.03132 -2.43001 -0.383 -1.322 0.614 0.0819
N -4.54093 1.38788 0.36379 2.209 -3.738 -2.634 -0.0132
C -5.34302 2.06806 1.06970 2.354 7.155 -0.696 -0.1712
C -4.90308 3.39723 0.92043 -0.501 0.707 -2.956 -0.0768
C -3.95703 3.41157 -0.23958 -0.917 -1.500 2.547 -0.0645
C -3.69903 2.05093 -0.47710 -0.020 1.988 0.789 -0.0951
H -4.51065 0.42467 0.53399 0.432 -1.528 -0.392 0.0558
H -5.91572 1.73356 1.77917 -3.259 -2.240 3.516 0.0600
H -5.44449 4.28715 1.20925 0.079 -0.038 0.368 0.0661
H -3.48033 4.28747 -0.64991 0.037 -0.192 -0.073 0.0643
H -2.83786 1.57476 -0.92665 -0.481 -0.128 -0.317 0.0935
N -2.31586 -5.76848 -1.20378 -4.346 -1.025 1.106 -0.0395
C -1.81199 -4.48560 -1.06971 -1.815 0.015 1.245 -0.1307
C -0.57380 -4.55523 -1.59079 0.245 -1.739 -1.597 -0.1236
C -0.39187 -5.92604 -2.15745 2.558 1.070 0.189 -0.1124
C -1.48603 -6.64205 -1.87640 -1.153 0.978 0.923 -0.1628
H -3.32053 -6.05596 -0.93776 2.496 0.884 -0.539 0.1796
H -2.41043 -3.60934 -0.54904 1.375 -2.182 -1.342 0.1318
H -0.08096 -3.67031 -1.84195 1.439 0.921 -0.074 0.0458
H 0.53512 -6.42235 -2.53081 -0.854 0.967 0.055 0.0928
H -1.77894 -7.66664 -2.05054 0.126 0.140 0.039 0.1087
N -3.88148 -0.00725 6.61456 -3.303 1.672 5.907 -0.0665
C -4.36224 0.89146 5.75089 5.223 -3.058 -4.984 -0.1310
C -3.60591 0.68678 4.55280 0.695 -1.788 0.512 -0.0467
C -2.74661 -0.56830 4.80755 -4.402 4.953 4.134 -0.0558
C -2.96604 -0.83805 6.18593 1.777 -2.198 -2.425 -0.1681
H -4.23087 0.10194 7.65263 1.266 -0.847 -2.887 0.2142
H -4.92602 1.65145 5.99147 -3.003 3.587 1.404 0.0500
H -3.54146 1.29931 3.59175 -0.535 -1.015 1.576 0.0997
H -2.22587 -0.99930 4.08224 2.432 -1.974 -2.506 0.0080
H -2.63435 -1.65000 6.86395 -0.082 0.698 -0.814 0.1200
N -5.71227 -1.78374 1.18973 1.628 0.478 -1.603 0.0073
C -4.47525 -1.62681 1.90581 -0.376 -0.624 -5.569 -0.0812
C -3.39262 -1.52806 0.97397 -11.282 -1.742 -2.862 -0.0225
C -4.08769 -1.50115 -0.44440 -0.072 -0.197 1.521 -0.0990
C -5.43124 -1.67072 -0.22439 0.186 -0.517 2.486 -0.1498
H -6.67459 -1.94279 1.55282 1.611 0.274 -0.224 0.1507
H -4.57656 -1.62803 2.91891 0.392 0.058 2.614 0.0539
H -2.52478 -1.23276 1.16461 7.424 2.080 1.544 -0.0314
H -3.80432 -1.29360 -1.52632 0.502 -0.379 1.925 0.1243
H -6.25149 -1.74303 -0.92339 0.115 0.086 0.015 0.1023
N 0.16871 -1.42837 -7.06695 2.405 0.602 -2.068 -0.0639
C -0.81448 -2.20921 -6.50385 3.049 1.161 4.272 -0.0834
C -0.42374 -2.29463 -5.05548 2.430 2.372 -7.551 -0.0150
C 0.90164 -1.64765 -5.01860 -1.980 -1.041 2.908 -0.1521
C 1.29139 -1.16015 -6.19898 -1.356 1.443 -1.853 -0.1307
H 0.32700 -1.24630 -8.09509 -0.786 -0.533 1.765 0.1653
H -1.60688 -2.54920 -7.12040 -0.628 -0.325 -0.056 0.0899
H -0.93947 -2.85429 -4.41280 -1.686 -1.818 2.833 0.0213
H 1.37685 -1.42745 -4.06468 0.229 -0.294 -0.298 0.0688
H 2.08950 -0.35244 -6.40571 -1.543 -1.802 0.021 0.1392
N 3.20385 -4.23278 -0.50226 -0.966 -1.452 1.416 -0.0247
C 3.91749 -3.18978 0.12832 -0.657 -2.204 -1.621 -0.1292
C 4.31514 -2.43329 -0.89748 -6.644 -7.152 -3.708 -0.1278
C 3.74193 -2.86500 -2.21994 1.202 -1.853 -0.495 -0.0679
C 3.10147 -4.11633 -1.88875 0.826 2.800 0.180 -0.1337
H 2.76797 -4.96253 0.10776 0.441 0.872 -1.435 0.1579
H 4.24240 -3.25033 1.16567 -0.406 0.095 -0.378 0.1135
H 4.84419 -1.71656 -0.87388 7.062 9.636 0.685 -0.0360
H 4.10531 -2.50556 -3.43405 -1.402 -1.050 4.335 0.1742
H 2.54645 -4.79051 -2.56783 0.428 0.354 0.997 0.0997
N 0.53039 3.70559 4.45595 -0.627 2.260 0.444 0.0265
C 1.70651 4.30027 4.87574 -0.794 -3.768 -0.606 -0.1407
C 2.68405 3.38967 5.04296 -0.572 -3.781 -1.510 -0.0307
C 2.03905 2.10042 4.54640 -1.310 6.438 1.134 -0.0505
C 0.73738 2.40347 4.29385 3.050 2.047 0.636 -0.1775
H -0.39712 4.16166 4.50830 1.233 -0.480 -0.245 0.1724
H 1.62394 5.23448 5.12244 0.117 5.293 1.301 0.0519
H 3.70259 3.40400 5.40672 -0.233 0.593 -0.144 0.0854
H 2.10867 1.13871 4.47669 2.486 -5.657 0.014 0.0192
H -0.04571 1.83568 4.12132 -3.389 -3.020 -1.048 0.0548